Formula: C6H11N
Source: OMol25
Level of theory: ωB97M-V with the def2-TZVPD basis set

Structure (XYZ):
```
18
Properties=species:S:1:pos:R:3:forces:R:3
C 3.07325 0.74424 1.22766 -0.16 0.01 0.20
C 1.91067 0.31385 0.72172 0.27 0.12 0.60
N 0.67304 0.39153 1.37197 0.33 -1.08 0.08
C -0.42619 1.03335 0.70308 -0.11 0.26 -0.63
C -1.33219 0.16434 -0.13778 -0.72 -0.05 0.13
C -1.04387 -0.73868 -1.06442 0.21 -0.54 0.56
C -2.07037 -1.49094 -1.85019 0.12 0.32 -0.80
H 3.22696 0.88197 2.29436 -0.38 0.75 -0.07
H 3.88558 1.05651 0.59084 0.42 -1.02 -0.16
H 1.93213 -0.27275 -0.19469 -0.28 1.00 -0.62
H 0.66375 0.30055 2.37125 -0.05 0.37 0.04
H -1.02408 1.63467 1.39028 -0.03 -0.46 0.37
H -0.06509 1.82289 0.03238 0.38 -0.09 -0.05
H -2.39634 0.31031 0.04370 -0.02 0.30 -0.17
H -0.03360 -1.12915 -1.17300 0.13 0.44 -0.22
H -3.08888 -1.15665 -1.66072 -0.05 -0.27 0.47
H -1.95962 -1.30057 -2.92666 0.29 -0.02 0.09
H -1.92512 -2.56547 -1.73980 -0.34 -0.05 0.19
```
Positions in Å, forces in eV/Å.

Values from the calculation:
SMILES string	C=CNC/C=C/C
energy	-289.883554	hartree
energy above the lowest of the compared OMol25 structures with the same formula, charge and spin	55.30	kcal per mole
lowest unoccupied orbital energy	1.2	eV
HOMO	-8.04	eV

Quick look at the natural (NBO) charges, all values in e:
1 C -0.475
2 C 0.008
3 N -0.663
4 C -0.251
5 C -0.200
6 C -0.174
7 C -0.637
8 H 0.188
9 H 0.207
10 H 0.190
11 H 0.387
12 H 0.208
13 H 0.199
14 H 0.186
15 H 0.188
16 H 0.211
17 H 0.213
18 H 0.215

Formula: C2H6NO3P2
Source: OMol25
Level of theory: ωB97M-V with the def2-TZVPD basis set

Structure (XYZ):
```
14
Properties=species:S:1:pos:R:3:forces:R:3
C -0.59913 0.01866 1.20853 0.42 1.02 0.06
C 0.86778 0.21721 1.27898 1.01 0.37 -2.25
N -1.08698 -1.11203 0.93404 -2.09 0.06 0.19
O -2.97749 1.30305 1.32572 -1.26 0.29 0.07
O 1.19212 2.11489 -1.98248 1.40 2.11 0.09
O -1.02147 2.27616 -0.90564 -0.24 0.39 0.80
P -0.17203 1.29665 -1.75423 -2.14 -1.00 -0.62
P -1.53637 1.66115 1.45492 1.11 -1.55 -0.60
H 1.10317 0.69102 2.17003 0.54 1.60 1.59
H 1.35104 -0.71485 1.38930 0.35 -1.46 -0.15
H 1.39114 0.71026 0.37706 -1.21 -0.44 1.35
H -2.13967 -1.05729 0.95844 1.24 -0.20 -0.16
H 0.85220 3.03544 -1.83148 0.78 -0.67 -0.22
H -0.79455 1.71569 -3.01600 0.10 -0.52 -0.16
```
Positions in Å, forces in eV/Å.

Values from the calculation:
expectation value of S²	2.0126
total charge	-1
energy	-1042.969047	hartree
multiplicity	3
energy above the lowest of the compared OMol25 structures with the same formula, charge and spin	20.42	kcal per mole
lowest unoccupied orbital energy (alpha / beta)	4.0 / 1.4	eV
HOMO (alpha / beta)	-2.18 / -3.41	eV

Quick look at the natural (NBO) charges, all values in e:
1 C -0.002
2 C -0.692
3 N -0.663
4 O -0.987
5 O -1.038
6 O -1.171
7 P 1.149
8 P 1.108
9 H 0.208
10 H 0.216
11 H 0.244
12 H 0.354
13 H 0.475
14 H -0.201

Formula: C5H12N2O
Source: OMol25
Level of theory: ωB97M-V with the def2-TZVPD basis set

Structure (XYZ):
```
20
Properties=species:S:1:pos:R:3:forces:R:3
C -1.63824 1.09301 0.09474 -0.21 0.98 0.46
O -2.87719 0.45173 0.11244 0.11 0.92 0.16
C -0.63129 -0.02154 -0.15794 0.07 -4.35 -0.72
C 0.53387 -0.28439 0.83476 0.83 1.38 -3.26
C 1.75238 -0.00800 -0.09972 2.79 -1.32 2.37
C 2.50044 -1.05089 -0.62585 -2.77 1.51 0.81
N 2.23936 1.25768 0.04818 -0.66 1.18 -0.34
N -1.48569 -1.36236 -0.21271 -0.60 -1.53 -1.11
H -1.44945 1.89836 -0.65560 -0.65 -0.59 0.06
H -1.48328 1.60545 1.06226 0.35 -0.25 -0.02
H -0.32260 -0.14710 -1.23705 0.28 1.15 1.35
H 0.44882 0.39834 1.67870 0.31 -0.22 0.11
H 0.68798 -1.31350 1.07594 -0.67 -0.51 0.59
H 3.33415 -0.91953 -1.31487 -0.25 -0.31 0.37
H 1.97225 -1.95962 -0.33358 0.89 -0.45 -0.96
H 1.83792 1.88752 0.73339 0.18 -0.28 -0.50
H 3.09287 1.53520 -0.39213 0.14 0.05 -0.04
H -2.39517 -0.52124 0.22062 -2.43 0.85 -0.23
H -1.73662 -2.22138 0.33373 1.49 1.55 0.03
H -1.94867 -1.49129 -1.13189 0.79 0.23 0.87
```
Positions in Å, forces in eV/Å.

Values from the calculation:
energy	-382.333154	hartree
energy above the lowest of the compared OMol25 structures with the same formula, charge and spin	106.28	kcal per mole
lowest unoccupied orbital energy	0.9	eV
HOMO	-7.96	eV

Quick look at the natural (NBO) charges, all values in e:
1 C -0.104
2 O -0.763
3 C -0.017
4 C -0.465
5 C 0.242
6 C -0.590
7 N -0.825
8 N -0.915
9 H 0.166
10 H 0.145
11 H 0.229
12 H 0.214
13 H 0.239
14 H 0.213
15 H 0.202
16 H 0.388
17 H 0.389
18 H 0.448
19 H 0.417
20 H 0.389

Formula: C2CsF3NO5S2
Source: OMol25
Level of theory: ωB97M-V with the def2-TZVPD basis set

Structure (XYZ):
```
14
Properties=species:S:1:pos:R:3:forces:R:3
O 1.83859 -2.25673 3.17982 -0.99 -0.33 -1.09
C 1.62461 -2.74523 2.11134 1.18 0.82 0.38
O 2.03950 -3.55825 1.31194 -1.11 0.41 -0.04
Cs 0.69110 -3.39557 -1.50574 -0.25 0.92 0.72
N -1.72934 -0.06546 -2.11833 -0.65 0.96 0.99
S -0.52527 -0.38494 1.39244 1.08 -2.30 0.87
O 0.21004 -1.84691 1.13296 -0.28 0.43 0.28
S -0.63817 1.04844 -1.62395 -8.79 -5.17 -2.23
O 0.10827 -0.14046 -1.15764 6.15 1.57 1.20
O -1.31457 2.03500 -2.52223 3.39 3.05 -0.77
C -0.57488 2.44081 -0.28555 -0.37 2.26 1.07
F -0.30154 2.38912 1.01096 0.73 -2.09 1.04
F 0.30738 3.36593 -0.68828 1.08 0.04 -1.44
F -1.73572 3.11425 -0.23774 -1.17 -0.56 -0.98
```
Positions in Å, forces in eV/Å.

Values from the calculation:
total charge	-1
energy	-1623.080000	hartree
lowest unoccupied orbital energy (alpha / beta)	1.4 / 1.4	eV
HOMO (alpha / beta)	-3.47 / -3.58	eV

Quick look at the Löwdin charges, all values in e:
1 O 0.082
2 C -0.578
3 O -0.077
4 Cs 1.002
5 N -0.191
6 S 0.628
7 O -0.885
8 S 0.559
9 O -0.631
10 O -0.436
11 C -0.680
12 F 0.044
13 F 0.079
14 F 0.084